Record 1
119
Properties=species:S:1:pos:R:3 method="wB97M-V/def2-TZVPD" homo_lumo_gap_ha=0.3239 e_above_lowest_kcal_mol=0.00 lumo_energy_ev=0.23
Zr -1.56238 0.95081 0.12237
C -0.10325 -1.99991 -1.56511
O 0.32230 -1.18388 -2.71919
O -0.83904 -1.02695 -0.77844
C -0.85669 -3.25153 -2.06492
F -1.12020 -4.07024 -1.00799
F -2.11543 -3.13881 -2.54035
F -0.14557 -3.97210 -2.92986
C 1.64257 -1.34337 -3.23208
C 1.81743 -0.42522 -4.49917
H 1.33308 0.55125 -4.49680
H 2.86027 -0.15544 -4.66590
H 1.58240 -1.01565 -5.38475
H 1.83854 -2.36900 -3.54477
H 2.41808 -1.14261 -2.49290
H 0.81431 -2.31983 -1.07130
C -4.19422 0.32857 -2.29029
O -3.36091 0.51749 -3.43738
O -3.44652 0.78383 -1.18810
C -5.67300 0.93907 -2.40388
F -5.61362 2.30649 -2.50862
F -6.30241 0.41416 -3.43738
F -6.36786 0.65884 -1.32827
C -3.51684 -0.22416 -4.62951
C -2.52540 0.33565 -5.70017
H -2.85233 1.37033 -5.80338
H -1.53622 0.29696 -5.24397
H -2.50752 -0.16388 -6.66881
H -4.52300 -0.30512 -5.04083
H -3.15083 -1.23180 -4.43250
H -4.32393 -0.75366 -2.29748
C 1.74848 2.47963 -0.14150
O 1.23479 3.81286 -0.14420
O 0.57682 1.71447 -0.00629
C 2.72207 2.11205 -1.38035
F 2.55850 2.93669 -2.44388
F 4.00194 2.27485 -1.07323
F 2.59012 0.86975 -1.83819
C 2.13282 4.76915 0.21642
C 1.44213 6.11690 0.16382
H 2.06823 6.84762 0.67584
H 1.32700 6.54139 -0.83350
H 0.46714 6.23052 0.63771
H 2.88808 4.95971 -0.54605
H 2.56557 4.73767 1.21634
H 2.31101 2.30884 0.77637
F -2.31018 2.09063 1.76689
C -4.02962 5.64181 -0.82158
O -3.48209 4.84833 0.22593
H -5.11303 5.72336 -0.90914
H -3.87946 6.69737 -0.59498
H -3.55338 5.41391 -1.77518
H -3.77836 5.30731 1.01534
C -5.77371 0.78445 2.09119
O -4.99115 -0.03283 2.94746
H -5.22641 1.71157 1.92087
H -6.01304 0.33139 1.12913
H -6.69784 1.12133 2.56087
H -5.19450 0.20877 3.85404
O -2.42022 -2.99349 1.64038
H -2.01284 -3.51580 0.94940
H -2.86031 -3.63489 2.19820
O -0.47676 0.01979 2.00609
H -0.18763 0.56429 2.73833
H -0.18009 -0.86205 2.23097
O -2.07975 4.69052 3.30723
H -2.88973 5.15280 3.09166
H -2.12398 3.87974 2.80036
O 0.16068 4.40922 -2.74236
H 0.79752 3.70743 -2.87706
H 0.42509 4.81834 -1.91838
O -0.98975 1.26096 -2.46708
H -1.78234 1.08075 -2.97260
H -0.33432 0.66359 -2.82735
O 0.56438 1.69889 4.13221
H -0.07296 1.98981 4.78444
H 1.11076 2.46808 3.97084
O -2.56527 1.09545 4.68838
H -2.43744 1.64714 3.91668
H -3.51422 0.98701 4.75135
O -1.76755 3.09102 -0.58607
H -1.32682 3.53865 -1.30830
H -2.40658 3.72671 -0.26396
O -2.98999 -0.59294 1.15999
H -3.72942 -0.44598 1.74979
H -2.69747 -1.48238 1.35885
O 0.42505 -2.20393 2.97917
H 1.30310 -2.50240 2.74214
H 0.09555 -2.87675 3.57497
C 2.27679 -5.55283 2.41688
C 3.52686 -4.77035 1.90213
C 3.50761 -4.93335 0.38506
C 4.36221 -3.95574 -0.34114
C 4.04433 -2.55458 0.08309
C 4.07159 -2.29080 1.54656
N 3.33761 -3.35140 2.24261
O 3.04011 -3.07635 3.53555
C 5.52579 -2.19114 2.04102
C 3.47524 -0.90624 1.81853
C 4.79579 -5.40736 2.56891
H 1.38660 -4.99479 2.12660
H 2.23891 -5.69159 3.49735
H 2.04423 -6.47821 1.88993
H 4.01714 -5.83404 0.04266
H 2.49618 -4.95126 -0.02089
H 4.28104 -4.05834 -1.42327
H 5.41342 -4.09405 -0.08832
H 3.09076 -2.25443 -0.35133
H 4.69633 -1.90142 -0.49688
H 6.05771 -2.96846 1.49245
H 6.03815 -1.25841 1.80521
H 5.63382 -2.33097 3.11660
H 3.72301 -0.15606 1.06757
H 2.39447 -0.95292 1.68488
H 3.77727 -0.57551 2.81226
H 5.70870 -4.81415 2.51598
H 4.93214 -6.45649 2.30653
H 4.59282 -5.51868 3.63404
H 3.89302 -3.01968 3.97251



Record 2
19
Properties=species:S:1:pos:R:3 method="wB97M-V/def2-TZVPD" homo_lumo_gap_ha=0.3834 smiles=CO[C@H]1CC[C@H]1C e_above_lowest_kcal_mol=38.19 lumo_energy_ev=1.10
C -2.40998 1.00997 -0.13669
O -1.48761 0.02989 -0.52675
C -0.50330 -0.34980 0.38978
C 0.12013 -1.67243 -0.02906
C 1.44653 -1.20357 0.57605
C 0.97477 0.26610 0.44963
C 1.35865 1.02328 -0.80612
H -1.94177 1.99965 -0.08111
H -2.86808 0.77691 0.83572
H -3.20146 1.03069 -0.89190
H -0.78263 -0.20074 1.42143
H -0.31498 -2.63119 0.26489
H 0.17664 -1.63496 -1.12396
H 2.36922 -1.49370 0.06771
H 1.51272 -1.50102 1.62840
H 1.22111 0.86513 1.34303
H 2.42308 0.92951 -1.04386
H 0.77230 0.66762 -1.65923
H 1.13467 2.08864 -0.67795